No. 1
Molecular formula: C6H14N2O
Method: DFT, wB97M-V/def2-TZVPD

Geometry as XYZ:
```
23
Properties=species:S:1:pos:R:3
O 1.184 -1.653 -0.442
N -0.253 -0.180 1.061
N 2.101 1.058 -0.943
C -1.618 -0.350 1.572
C -0.994 -1.266 -1.343
C 0.208 -0.930 -0.498
C 0.728 0.954 -1.113
C 0.001 1.849 -1.803
C 0.768 -0.304 2.111
H 0.540 0.393 2.918
H 2.556 0.156 -0.839
H 2.594 1.670 -1.584
H -1.506 -2.128 -0.903
H -0.641 -1.552 -2.332
H -2.337 -0.140 0.782
H 0.028 0.730 0.419
H -1.792 0.352 2.389
H 0.423 2.763 -2.222
H -1.774 -1.369 1.934
H 1.745 -0.049 1.704
H -1.686 -0.434 -1.447
H 0.798 -1.327 2.491
H -1.073 1.757 -1.912
```

Values from the calculation:
- max |F| (eV Å⁻¹) = 2.89
- HOMO-LUMO gap (eV) = 8.6


No. 2
Molecular formula: C6H14N2O
Method: DFT, wB97M-V/def2-TZVPD

Geometry as XYZ:
```
23
Properties=species:S:1:pos:R:3
O -1.327 -2.129 -0.676
N 1.760 1.215 0.957
N -0.593 0.766 -0.232
C -1.312 1.699 0.627
C 1.069 0.445 0.207
C 1.344 -0.861 -0.166
C -0.703 1.165 -1.636
C -1.450 -1.057 0.125
C 2.235 -1.713 0.694
H 1.879 -1.691 1.729
H -1.751 1.236 -1.943
H -0.504 -2.576 -0.421
H -0.198 0.428 -2.253
H 2.290 -2.738 0.319
H 1.084 -1.174 -1.168
H -2.440 -0.636 -0.022
H -0.917 2.720 0.578
H -1.114 -1.153 1.151
H 1.302 2.082 1.219
H -0.260 2.156 -1.792
H 3.250 -1.295 0.724
H -1.284 1.347 1.658
H -2.361 1.764 0.322
```

Values from the calculation:
- max |F| (eV Å⁻¹) = 1.70
- HOMO-LUMO gap (eV) = 6.4


No. 3
Molecular formula: C6H14N2O
Method: DFT, wB97M-V/def2-TZVPD

Geometry as XYZ:
```
23
Properties=species:S:1:pos:R:3
O -0.763 -0.404 -0.674
N 1.553 -1.491 -0.221
N -1.106 -1.773 -1.099
C -1.216 0.073 0.623
C 1.509 0.354 -1.856
C -1.218 -0.744 1.680
C 1.544 0.993 0.822
C -2.096 1.267 0.421
C 1.274 -0.304 -0.534
H 0.918 1.843 1.088
H 1.857 0.384 1.667
H -3.019 0.980 -0.087
H -2.363 1.696 1.385
H 2.500 -1.649 0.111
H -1.599 2.008 -0.202
H -1.695 -0.412 2.588
H 2.570 0.529 -2.027
H -0.526 -2.333 -0.464
H 1.063 -0.268 -2.632
H -0.575 -1.609 1.703
H -2.077 -1.919 -0.828
H 2.444 1.454 0.410
H 1.021 1.327 -1.875
```

Values from the calculation:
- max |F| (eV Å⁻¹) = 3.91
- structure (SMILES) = C=C(C)ON.CC(C)=N
- HOMO-LUMO gap (eV) = 8.2


No. 4
Molecular formula: C6H14N2O2
Method: DFT, wB97M-V/def2-TZVPD

Geometry as XYZ:
```
24
Properties=species:S:1:pos:R:3
O -1.618 -0.393 0.399
O -0.312 2.657 -2.454
N -1.327 0.641 -2.065
N -1.360 0.980 2.158
C 1.043 0.971 -1.402
C -0.266 1.521 -2.044
C 1.817 0.110 -2.340
C -0.925 0.019 1.313
C 0.250 -0.884 1.758
C -0.295 -2.229 2.387
H 1.995 0.632 -3.291
H -1.148 -0.246 -1.632
H -1.374 -2.384 2.225
H 2.811 0.008 -1.872
H 1.666 1.877 -1.396
H -0.128 -2.505 3.461
H -2.251 1.023 -2.160
H 0.914 -0.464 2.486
H 0.972 0.812 -0.322
H 0.176 -3.001 1.799
H -0.852 1.309 2.957
H 0.924 -1.162 0.966
H 1.382 -0.841 -2.696
H -2.095 1.550 1.767
```

Values from the calculation:
- max |F| (eV Å⁻¹) = 2.85
- structure (SMILES) = CCC(N)=O.CCC(N)=O
- HOMO-LUMO gap (eV) = 9.9


No. 5
Molecular formula: C6H14N2O2
Method: DFT, wB97M-V/def2-TZVPD

Geometry as XYZ:
```
24
Properties=species:S:1:pos:R:3
O -1.925 1.737 0.546
O 3.296 -1.048 0.996
N 1.358 -0.424 0.187
N -1.845 -0.029 -0.966
C 2.408 -0.169 0.958
C -1.970 0.495 0.317
C -2.147 -0.517 1.397
C 1.190 -1.530 -0.806
C -1.722 0.862 -2.081
C 2.685 1.218 1.451
H -3.071 -0.212 1.945
H -1.010 1.628 -1.668
H -1.233 -0.575 2.003
H 1.925 -2.111 -1.013
H 0.881 -1.145 -1.848
H 2.889 1.175 2.603
H 3.484 1.563 0.799
H -1.477 -1.115 -1.157
H 1.755 1.855 1.144
H 0.314 -2.132 -0.648
H 0.471 0.220 0.087
H -2.206 -1.467 0.975
H -1.232 0.455 -2.894
H -2.817 1.265 -2.324
```

Values from the calculation:
- max |F| (eV Å⁻¹) = 6.94
- structure (SMILES) = CNC(C)=O.CNC(C)=O
- HOMO-LUMO gap (eV) = 10.0


No. 6
Molecular formula: C6H14N2O2
Method: DFT, wB97M-V/def2-TZVPD

Geometry as XYZ:
```
24
Properties=species:S:1:pos:R:3
O 0.142 -1.363 -2.104
O 0.375 -1.843 1.269
N 2.233 1.133 0.717
N -0.081 -1.255 -0.891
C 1.240 1.047 -0.260
C -1.219 1.600 -1.050
C 0.120 -2.134 0.113
C -0.852 1.216 1.430
C -0.323 -3.537 -0.311
C -0.247 1.673 0.114
H 1.542 1.529 -1.196
H -0.143 -3.705 -1.375
H -0.738 1.858 -1.993
H 0.239 -4.251 0.277
H -1.388 -3.656 -0.100
H -1.104 0.158 1.411
H 1.932 0.841 1.640
H -2.051 2.285 -0.882
H 2.841 1.931 0.679
H -1.661 0.611 -1.125
H 1.080 -0.039 -0.503
H 0.033 2.726 0.243
H -1.775 1.762 1.621
H -0.194 1.415 2.276
```

Values from the calculation:
- max |F| (eV Å⁻¹) = 4.59
- structure (SMILES) = CC(=O)N=O.CC(C)CN
- HOMO-LUMO gap (spin up / spin down) (eV) = 7.0 / 6.9


No. 7
Molecular formula: C6H14N2O2
Method: DFT, wB97M-V/def2-TZVPD

Geometry as XYZ:
```
24
Properties=species:S:1:pos:R:3
O -0.194 -2.272 -2.763
O 0.817 0.033 1.285
N 0.288 2.153 1.844
N -0.611 -0.466 -1.528
C 1.274 -2.097 -0.992
C -0.945 0.306 2.842
C -1.890 -0.288 -2.160
C 1.245 2.788 0.928
C 0.142 -1.571 -1.805
C 0.041 0.829 1.806
H -0.307 0.251 3.723
H 1.993 -2.628 -1.611
H -2.103 -1.155 -2.775
H 2.130 2.157 0.906
H 1.835 -1.378 -0.395
H 0.918 -2.904 -0.347
H -0.562 -0.131 -0.578
H -0.063 2.780 2.541
H -1.752 1.001 3.080
H -1.368 -0.649 2.564
H 1.461 3.777 1.310
H -1.905 0.459 -2.967
H 0.863 2.744 -0.089
H -2.687 -0.011 -1.476
```

Values from the calculation:
- max |F| (eV Å⁻¹) = 2.64
- structure (SMILES) = CNC(C)=O.CNC(C)=O
- HOMO-LUMO gap (eV) = 9.6


No. 8
Molecular formula: C6H14N2O2
Method: DFT, wB97M-V/def2-TZVPD

Geometry as XYZ:
```
24
Properties=species:S:1:pos:R:3
O 1.789 -1.879 -1.357
O -0.584 1.333 -0.431
N -0.265 -1.698 -0.381
N -0.825 1.718 1.758
C -0.086 1.681 0.635
C 0.089 -0.779 -2.633
C 0.238 -2.431 0.779
C 1.314 2.247 0.718
C 0.649 -1.467 -1.418
C -2.169 1.148 1.788
H 1.284 -2.193 0.989
H 0.123 -3.497 0.582
H 1.677 2.270 -0.305
H -0.763 -1.357 -3.005
H -2.821 1.659 1.080
H -2.572 1.179 2.791
H -0.593 -0.793 -0.049
H 2.017 1.562 1.199
H 1.291 3.235 1.160
H -2.151 0.102 1.476
H -0.330 -2.170 1.674
H 0.856 -0.871 -3.402
H -0.266 0.236 -2.486
H -0.415 1.781 2.675
```

Values from the calculation:
- max |F| (eV Å⁻¹) = 1.48
- structure (SMILES) = CNC(C)=O.CNC(C)=O
- HOMO-LUMO gap (eV) = 9.9


Respective energy values: -421.642758 -421.579790 -421.537092 -497.014981 -496.943882 -496.855217 -497.014254 -497.027377 Ha.